# 1
A molecular structure, C36H21AsClF9INO7PSW, computed with wB97M-V/def2-TZVPD.

The value obtained for the total energy is -6664.9343 Eh. As for the frontier orbital gap: 7.19 eV. The HOMO energy is -0.42053 hartree. For the energy relative to the best compared isomer or geometry (same formula, charge and spin), the calculation gives 0.00 kcal per mole. Its charge is +1.

Each line ends with the Mulliken charge.
Positions of all 80 atoms, in Å:
W: -1.60811 -0.28516 -0.28855  2.72
Cl: -5.22030 5.27636 -0.02345  -0.24
C: -3.99349 4.15758 -0.49383  0.25
C: -2.73524 4.59401 -0.73472  -0.51
C: -1.69046 3.68938 -1.04962  -0.02
I: 0.11733 4.45494 -1.72239  0.17
C: -1.92341 2.35188 -1.07574  0.61
O: -1.02627 1.37281 -1.34363  -0.67
C: -3.26003 1.91324 -0.96706  0.32
N: -3.41633 0.57823 -1.22884  -0.37
C: -4.64327 0.10195 -1.12154  -0.23
C: -5.74624 0.89152 -0.80756  -0.91
C: -5.59720 2.23484 -0.59399  -0.75
C: -4.31361 2.79357 -0.67485  0.03
H: -2.54082 5.65728 -0.71063  0.47
H: -4.74841 -0.95488 -1.31992  0.58
H: -6.72327 0.43391 -0.74359  0.47
H: -6.45428 2.85724 -0.37299  0.47
O: -4.64614 -2.14613 1.88777  -0.65
As: -2.90009 -1.88975 1.65678  0.53
O: -1.91891 0.61147 1.11397  -0.71
O: -2.91663 -1.62550 -0.12090  -0.69
C: -2.60443 -3.78571 1.17097  -0.28
C: -3.29087 -4.84284 1.73536  -0.52
C: -3.23982 -6.10408 1.14876  -0.58
C: -2.47814 -6.33228 0.01382  -0.77
C: -1.75007 -5.30021 -0.55676  -0.61
C: -1.85069 -4.03989 0.01083  0.73
S: -0.69892 -2.81969 -0.59969  1.83
O: 0.44381 -3.55356 -1.01865  -0.67
O: -0.47544 -1.91053 0.62429  -0.52
O: -1.03649 -1.74090 -1.63775  -0.86
H: -5.06963 -1.39153 2.31434  0.31
H: -3.88202 -4.67181 2.62529  0.46
H: -3.80519 -6.91726 1.58554  0.41
H: -2.43536 -7.32257 -0.41847  0.42
H: -1.11059 -5.46724 -1.41323  0.50
F: 5.27946 3.33544 -4.29398  -0.26
C: 3.95369 3.49778 -4.38753  0.72
F: 3.59416 3.20499 -5.64056  -0.28
F: 3.70042 4.80437 -4.18997  -0.25
C: 3.22470 2.65580 -3.37330  0.43
C: 2.15671 1.86128 -3.75299  -0.94
C: 1.47993 1.13125 -2.78774  -0.21
C: 1.87475 1.19933 -1.45434  0.46
C: 2.96874 1.97702 -1.08826  -0.34
C: 3.63724 2.71327 -2.04876  -1.24
P: 1.05303 0.11035 -0.25990  1.62
C: 0.97090 1.00345 1.33605  0.00
C: 0.76371 0.28798 2.51531  -0.40
C: 0.56178 0.95412 3.71128  -1.06
C: 0.52992 2.34060 3.72920  0.25
C: 0.72791 3.06206 2.56443  -1.26
C: 0.97134 2.39237 1.37484  -0.82
C: 0.25722 3.08036 5.01234  0.73
F: 1.00426 4.18729 5.10924  -0.26
F: -1.02958 3.46508 5.07990  -0.25
F: 0.50485 2.32465 6.08855  -0.27
C: 2.41858 -1.07943 0.00045  1.65
C: 2.75719 -1.86790 -1.09921  -0.78
C: 3.84386 -2.72187 -1.04587  -1.09
C: 4.60252 -2.78286 0.11104  0.33
C: 4.27817 -2.00365 1.20964  -1.26
C: 3.18457 -1.15437 1.16068  -0.65
C: 5.82394 -3.66118 0.18565  0.79
F: 5.92050 -4.48287 -0.86437  -0.28
F: 6.94194 -2.91987 0.22235  -0.25
F: 5.81500 -4.41500 1.29449  -0.26
H: 1.84862 1.81989 -4.78793  0.49
H: 0.63396 0.51983 -3.06771  0.40
H: 3.30009 2.01043 -0.05703  0.54
H: 4.48380 3.32899 -1.77277  0.45
H: 0.75485 -0.79438 2.51077  0.68
H: 0.43257 0.39662 4.62859  0.50
H: 0.69974 4.14411 2.58272  0.50
H: 1.15601 2.96027 0.47430  0.24
H: 2.16910 -1.81418 -2.00603  0.46
H: 4.09849 -3.33532 -1.89857  0.49
H: 4.88397 -2.05713 2.10542  0.44
H: 2.95642 -0.54768 2.02021  0.54

Atoms 1-2, force components in eV/Å:
1.17 3.37 -1.83
-0.03 -0.04 -0.06



# 2
A molecular structure, C22H21N10O12Ru, computed with wB97M-V/def2-TZVPD.

The value obtained for the total energy is -2395.9807 Eh. As for the frontier orbital gap (spin up / spin down): 6.13 / 6.48 eV. The HOMO energy (spin up / spin down) is -0.30899 / -0.30912 hartree. Its multiplicity is 2. As for the expectation value of S²: 1.09.

Each line ends with the Löwdin spin population.
Positions of all 66 atoms, in Å:
Ru: 0.25703 -0.17507 0.22920  0.96
O: 4.50603 3.49653 1.25180  0.00
C: 3.49153 4.31523 0.94180  0.00
C: 3.71243 5.69463 1.00000  0.00
C: 2.71253 6.58993 0.68320  0.00
C: 1.45603 6.13393 0.29700  0.00
C: 1.21773 4.77983 0.23870  0.00
C: 2.21663 3.85473 0.55990  0.00
C: 1.87493 2.42843 0.47200  0.01
O: 0.77523 2.07393 0.01190  0.07
N: 2.80903 1.55333 0.90250  -0.01
N: 2.47103 0.29663 0.87350  -0.03
C: 3.28683 -0.65847 1.15170  0.00
C: 2.81073 -2.01007 1.05680  0.00
C: 3.55043 -3.09277 1.54790  0.00
C: 3.02503 -4.36397 1.43860  0.00
C: 1.79703 -4.53427 0.80760  0.00
C: 1.14673 -3.41297 0.31290  0.00
N: 1.62793 -2.19087 0.45060  0.02
H: 4.19103 2.56513 1.16940  0.00
H: 4.69463 6.03203 1.29270  0.00
H: 2.90813 7.65163 0.73200  0.00
H: 0.67523 6.83413 0.04640  0.00
H: 0.25093 4.39433 -0.04650  0.00
H: 4.31643 -0.46407 1.44130  0.00
H: 4.50793 -2.91917 2.01330  0.00
H: 3.55653 -5.21197 1.84270  0.00
H: 1.36323 -5.51447 0.67860  0.00
H: 0.20693 -3.50287 -0.21730  0.00
N: 0.04993 0.74613 2.67600  -0.05
N: -0.80997 1.83293 2.46120  0.00
C: -1.82307 1.76773 1.45840  0.00
O: -2.68287 2.61803 1.50070  -0.01
O: -1.71547 0.81593 0.63240  -0.03
H: -0.39087 -0.01657 3.20840  0.00
H: 0.89143 1.06553 3.15280  0.00
H: -1.04597 2.42853 3.24870  0.00
O: -6.77857 -4.19297 -0.68360  0.00
N: -6.04087 -3.88737 0.22930  0.00
O: -6.18557 -4.23297 1.38320  0.00
C: -4.89237 -3.09177 -0.08440  0.00
C: -4.60867 -2.79677 -1.41080  0.00
C: -3.43037 -2.16047 -1.74580  0.00
C: -2.40587 -1.85317 -0.76170  0.00
O: -1.26367 -1.47577 -1.08400  0.01
C: -2.85147 -2.04217 0.61380  0.00
C: -4.05287 -2.63717 0.92880  0.00
N: -2.03417 -1.62787 1.68250  0.01
O: -0.79287 -1.75187 1.57020  -0.01
O: -2.54157 -1.19917 2.71070  0.05
N: -3.23057 -1.84237 -3.12230  0.00
O: -4.18697 -1.91627 -3.86580  0.00
O: -2.12077 -1.50327 -3.50120  0.00
H: -5.30927 -3.08827 -2.18360  0.00
H: -4.32267 -2.78947 1.96440  0.00
C: -0.02037 1.82713 -3.19770  0.00
N: 0.09293 0.43193 -3.55720  0.00
C: 0.73593 -0.44317 -2.77020  0.00
N: 0.70513 -1.74837 -3.16550  0.00
O: 1.43843 -0.07507 -1.80750  0.01
H: -0.89517 2.25913 -3.67300  0.00
H: 0.86673 2.37473 -3.52160  0.00
H: -0.11617 1.92373 -2.11060  0.00
H: -0.53557 0.05903 -4.25210  0.00
H: -0.14087 -2.02567 -3.64120  0.00
H: 1.02923 -2.39617 -2.46200  0.00

Atoms 1-2, force components in eV/Å:
-0.17 0.61 0.10
0.29 0.15 0.04



# 3
A molecular structure, C25H34B2Cl2F4N7O4Ti, computed with wB97M-V/def2-TZVPD.

The value obtained for the total energy is -3876.3935 Eh. As for the frontier orbital gap (spin up / spin down): 6.83 / 6.57 eV. The HOMO energy (spin up / spin down) is -0.40011 / -0.42873 hartree. For the energy relative to the best compared isomer or geometry (same formula, charge and spin), the calculation gives 0.46 kcal per mole. Its charge is +1. Its multiplicity is 3. As for the expectation value of S²: 2.05.

Each line ends with the Löwdin spin population.
Positions of all 79 atoms, in Å:
Ti: -0.35777 0.28456 0.05958  0.93
C: -0.16408 3.56810 -2.92174  0.00
C: 0.06706 2.38903 -2.05026  0.02
N: -0.80646 1.92477 -1.23319  0.00
O: -2.00974 2.56278 -1.19247  0.00
B: -2.15126 3.41486 0.03972  0.00
F: -3.37589 4.00937 -0.02673  0.00
F: -1.06922 4.28599 0.10182  0.00
O: -2.15977 2.54631 1.26891  0.00
N: -0.96355 1.90188 1.40732  0.00
C: -0.13028 2.43361 2.22581  0.01
C: -0.44266 3.62395 3.05653  0.00
C: 1.19945 1.75567 2.22674  0.02
N: 1.27448 0.77846 1.39623  -0.01
O: 2.45544 0.10875 1.38027  0.00
B: 3.22934 0.26385 0.10601  0.00
F: 4.29931 -0.56807 0.17794  0.00
F: 3.53705 1.61777 -0.03762  0.00
O: 2.41160 -0.16438 -1.09168  0.00
N: 1.29967 0.60854 -1.23497  0.00
C: 1.34994 1.62195 -2.02166  0.01
C: 2.52159 2.00973 -2.84829  0.00
C: 2.34585 2.17563 3.07325  0.00
H: -0.13609 4.47159 -2.30811  0.00
H: -1.16499 3.51503 -3.34977  0.00
H: 0.57819 3.64135 -3.71015  0.00
H: -0.41158 4.51617 2.42754  0.00
H: 0.25159 3.73833 3.88197  0.00
H: -1.46157 3.54282 3.43345  0.00
H: 3.43793 1.63307 -2.40762  0.00
H: 2.57716 3.09134 -2.94916  0.00
H: 2.41285 1.58778 -3.85201  0.00
H: 2.50794 1.43722 3.86264  0.00
H: 2.18423 3.14815 3.52525  0.00
H: 3.24826 2.19227 2.46397  0.00
C: -1.43996 -0.50102 3.50762  0.00
N: -1.04056 -1.21183 2.28873  0.02
C: -2.03315 -2.29398 2.06168  0.01
C: 0.26404 -1.81447 2.37132  0.05
C: 0.95405 -2.01623 3.55305  -0.01
C: 2.22361 -2.58218 3.52626  0.07
C: 2.81313 -2.93508 2.32100  -0.01
C: 2.12290 -2.75785 1.13834  0.07
C: 0.82204 -2.23485 1.15565  0.03
N: 0.11520 -1.90474 -0.00355  0.36
C: 0.26139 -2.67505 -1.10233  0.03
C: 0.73819 -4.01196 -1.07682  0.11
C: 1.05386 -4.66692 -2.24212  -0.01
C: 0.88988 -4.02282 -3.46532  0.15
C: 0.29391 -2.76639 -3.52110  -0.01
C: -0.08493 -2.11379 -2.36561  0.11
N: -0.93795 -0.95080 -2.37118  0.01
C: -0.75100 -0.11752 -3.56992  0.00
C: -2.32260 -1.49074 -2.45228  0.01
H: -1.67993 -1.19548 4.31893  0.00
H: -2.32637 0.09199 3.28788  0.00
H: -0.64132 0.15392 3.84579  0.00
H: -1.92932 -3.05200 2.84392  0.00
H: -1.87196 -2.75913 1.09138  0.00
H: -3.03872 -1.88592 2.10108  0.00
H: 0.51541 -1.73152 4.49879  0.00
H: 2.76145 -2.72398 4.45373  0.00
H: 3.82668 -3.30742 2.29701  0.00
H: 2.61657 -2.93010 0.19370  0.00
H: 0.84714 -4.51241 -0.12595  0.00
H: 1.42736 -5.68026 -2.20681  0.00
H: 1.16561 -4.52207 -4.38347  0.01
H: 0.09033 -2.32911 -4.48718  0.00
H: -1.35802 0.78032 -3.47092  0.00
H: -1.08757 -0.63187 -4.47432  0.00
H: 0.29754 0.14364 -3.69659  0.00
H: -2.43739 -2.06168 -3.37916  0.00
H: -3.03129 -0.66888 -2.44369  0.00
H: -2.52052 -2.14809 -1.60918  0.00
Cl: -3.12931 -0.19008 0.17283  0.00
C: -4.46536 0.98661 -0.17135  0.00
Cl: -4.96937 0.95509 -1.84302  0.00
H: -4.10627 1.96954 0.09680  0.00
H: -5.28145 0.64891 0.45685  0.00

Atoms 1-2, force components in eV/Å:
-1.02 -0.55 -0.04
-0.09 -0.02 0.02